No. 1
{"formula": "C5H11NOS2", "method": "the ωB97M-V functional and the def2-TZVPD basis", "species": ["C", "C", "C", "C", "C", "N", "O", "S", "S", "H", "H", "H", "H", "H", "H", "H", "H", "H", "H", "H"], "coordinates": [[-1.451, 0.186, -1.385], [-0.268, -1.617, 0.126], [-0.286, -0.756, -1.253], [-0.452, 0.389, 1.842], [1.294, 2.033, 0.689], [1.053, -0.166, -1.145], [0.530, -1.793, 2.724], [0.158, 1.981, 1.854], [0.669, -0.920, 1.569], [-1.643, 0.709, -2.351], [-2.321, -0.281, -1.089], [-1.348, -1.692, 0.377], [0.208, -2.591, 0.007], [-0.151, -1.526, -2.120], [-1.122, 0.382, 2.594], [-1.098, 0.877, -0.765], [1.898, 1.147, 0.583], [1.787, 3.004, 0.630], [1.576, -0.138, -1.999], [0.965, 0.770, -0.886]], "e_lumo_ev": [-0.71, -0.65], "homo_lumo_gap_ev": [7.35, 7.40]}

=====

No. 2
{"formula": "C5H11NOS2", "method": "the ωB97M-V functional and the def2-TZVPD basis", "species": ["C", "C", "C", "C", "C", "N", "O", "S", "S", "H", "H", "H", "H", "H", "H", "H", "H", "H", "H", "H"], "coordinates": [[0.732, 1.598, -0.062], [1.398, 0.298, -0.660], [-0.161, 1.174, 1.065], [0.734, -0.730, 0.191], [0.537, -2.050, -0.455], [-0.520, -0.173, 0.687], [-2.380, 1.085, -1.599], [-3.753, -0.248, 0.697], [-2.435, -0.095, -0.747], [1.311, 2.458, 0.364], [0.087, 2.049, -0.763], [0.838, 0.092, -1.597], [2.573, 0.287, -0.612], [0.408, 1.217, 2.009], [-1.091, 1.716, 1.122], [1.209, -0.974, 1.128], [1.429, -2.663, -0.707], [0.327, -1.688, -1.533], [-0.278, -2.660, 0.035], [-0.966, -0.697, 1.435]], "e_lumo_ev": -0.53, "homo_lumo_gap_ev": 8.19}

=====

No. 3
{"formula": "C5H11NS", "method": "the ωB97M-V functional and the def2-TZVPD basis", "species": ["C", "C", "C", "C", "C", "H", "H", "H", "H", "H", "H", "H", "H", "H", "H", "H", "N", "S"], "coordinates": [[0.052, -2.273, -0.175], [0.639, -1.166, -0.947], [0.811, 0.601, 0.776], [-0.381, 1.538, 0.836], [-0.849, 0.830, -0.394], [0.554, -2.477, 0.771], [-1.080, -2.228, -0.136], [0.206, -3.269, -0.702], [0.440, -1.210, -2.042], [1.749, -1.428, -0.924], [1.803, 0.994, 0.932], [0.632, -0.193, 1.466], [-1.021, 1.415, 1.641], [-1.129, 3.684, -0.026], [-1.781, 0.258, -0.050], [-1.215, 1.448, -1.282], [0.448, 0.215, -0.540], [0.123, 3.260, 0.796]], "e_lumo_ev": 0.81, "homo_lumo_gap_ev": 9.41}

=====

Values of ΔE to the lowest compared entry with this formula, charge and spin, in order: 136.9 62.3 48.1, all in kcal/mol.
Values of E_tot, in order: -1123.290223 -1123.409140 -649.962314, all in hartree.